<w>
One molecule with the formula C5H5NS, computed with ωB97M-V/def2-TZVPD.

The geometry in XYZ format:
```
12
C5H5NS | the OMol25 dataset | ωB97M-V/def2-TZVPD
H 1.12963 -1.77438 0.02307
C 0.99936 -0.73555 -0.00575
C -0.78039 1.09870 0.00515
N -1.33815 -1.18756 0.00090
S 2.50514 0.13774 0.00142
C -0.25370 -0.26586 -0.00564
H -2.90343 1.76560 -0.00319
H -0.19101 1.99720 -0.02224
C -2.39811 -0.45863 -0.00171
H -3.38615 -0.92084 -0.00206
H 1.98239 1.36829 -0.00508
C -2.12493 0.97354 0.00468
```

Kohn-Sham gap   0.3108 Eh
LUMO level   -0.343 eV

=====

<x>
A 2-piece molecular cluster, C5H5NS overall, computed with ωB97M-V/def2-TZVPD.

The geometry in XYZ format:
```
12
C5H5NS | the OMol25 dataset | ωB97M-V/def2-TZVPD
C -2.00456 0.81920 -0.12573
S -0.43396 1.77800 -0.01888
H -2.06461 -1.35101 -0.75408
C -1.47615 -0.64696 -0.03212
H -2.69529 1.04628 0.76325
H 4.95299 -1.06199 0.26401
C 0.46725 0.33155 0.01737
H -2.38352 1.21060 -0.96994
C 3.13472 0.04478 0.00443
N -0.01764 -0.76751 -0.08904
H -1.66752 -0.94707 1.04265
C 4.18830 -0.45586 -0.10193
```

Kohn-Sham gap (alpha / beta)   0.2739 / 0.2732 Eh
LUMO level (alpha / beta)   -2.107 / -2.113 eV

=====

<y>
C5H5NS as an isolated structure, computed with ωB97M-V/def2-TZVPD.

The geometry in XYZ format:
```
12
C5H5NS | the OMol25 dataset | ωB97M-V/def2-TZVPD
C 0.38178 -0.32500 -1.19705
H -1.40684 -1.54626 -0.93052
C -0.63307 -0.93399 -0.59869
C 0.81222 0.54334 0.07257
N 0.82963 -0.31200 1.24476
S -1.13473 2.62897 -0.14254
H 1.25374 -1.32046 1.09180
H -1.68296 -0.42032 1.40093
C -0.57861 1.08844 0.39989
C -0.78137 -0.33037 0.75198
H 1.65877 1.11645 -0.01785
H 1.28144 -0.18879 -2.07529
```

Kohn-Sham gap   0.3034 Eh
LUMO level   -0.330 eV

=====

Energies relative to the minimum, eV: <w> 0.000; <x> 7.057; <y> 4.429

=====

<w>
An isolated ion of composition CH3ClO2PS and charge -1, computed with ωB97M-V/def2-TZVPD.

The geometry in XYZ format:
```
9
CH3ClO2PS | the OMol25 dataset | ωB97M-V/def2-TZVPD
H 0.52347 -0.19440 0.81310
P -2.81934 0.07501 -0.52692
H 0.76812 0.76178 -0.80609
C 0.07900 0.36648 -0.08536
S -1.38545 1.41309 0.21640
Cl -3.68542 -0.71223 1.12922
H -0.61283 -0.41694 -0.63497
O -1.65412 -1.52410 -1.33156
O -3.87571 0.75133 -1.29726
```

Total charge   -1
Kohn-Sham gap   0.2857 Eh
LUMO level   3.373 eV

=====

<x>
An isolated ion of composition CH3ClO2PS and charge -1, computed with ωB97M-V/def2-TZVPD.

The geometry in XYZ format:
```
9
CH3ClO2PS | the OMol25 dataset | ωB97M-V/def2-TZVPD
H 0.80545 -1.29985 -0.13170
C -0.02637 -0.58496 0.13646
P -2.68919 0.49430 0.12816
H -0.02094 -0.46064 1.26254
O -2.31133 0.78332 1.50285
Cl -4.52138 -0.37572 0.14545
S -1.49913 -1.34424 -0.59387
H 0.10299 0.28752 -0.39872
O -2.68634 1.50726 -0.98757
```

Total charge   -1
Kohn-Sham gap   0.3009 Eh
LUMO level   3.503 eV

=====

Energies relative to the minimum, eV: <w> 3.895; <x> 0.000

=====

<w>
A 2-piece molecular cluster, C2H6O2S overall, computed with ωB97M-V/def2-TZVPD.

The geometry in XYZ format:
```
11
C2H6O2S | the OMol25 dataset | ωB97M-V/def2-TZVPD
H 0.86419 -2.49297 -0.19507
H 0.56905 4.31472 0.70388
O -0.33995 -3.22915 -1.63477
S 0.11308 2.13584 -0.07980
C 0.10460 -2.13990 -0.82024
C -0.22955 3.58113 0.62292
H -0.68075 -1.72124 -0.27016
O 1.45920 2.09737 -0.55603
H -1.14991 3.79807 1.03694
H 0.62313 -1.38825 -1.46471
H -1.18965 -3.01623 -2.05043
```

Kohn-Sham gap   0.3549 Eh
LUMO level   -0.270 eV

=====

<x>
C2H6O2S as an isolated structure, computed with ωB97M-V/def2-TZVPD.

The geometry in XYZ format:
```
11
C2H6O2S | the OMol25 dataset | ωB97M-V/def2-TZVPD
O -0.42108 -1.42704 -0.36535
H -0.83275 0.49601 1.53178
H -2.12397 -0.36031 -1.47803
C -0.47589 -0.18704 -0.42470
H -1.33093 0.01348 2.07448
C 0.72459 0.68824 -0.17484
S 2.09950 -0.45039 -0.91633
H 0.71230 1.64523 -0.61936
H 0.91976 0.65153 0.87962
O -1.50863 0.35171 -1.00739
H 2.23710 -1.42143 0.50012
```

Kohn-Sham gap   0.3393 Eh
LUMO level   0.149 eV

=====

Energies relative to the minimum, eV: <w> 0.000; <x> 0.770

=====

<w>
A 2-piece molecular cluster, C2H2ClP overall, computed with ωB97M-V/def2-TZVPD.

The geometry in XYZ format:
```
6
C2H2ClP | the OMol25 dataset | ωB97M-V/def2-TZVPD
C 0.13217 0.55338 0.88600
H 1.15611 0.15654 0.85845
C -0.25476 1.86486 1.10336
P -0.84628 0.90687 2.38688
Cl -0.18616 3.35798 0.28780
H -0.38235 -0.36056 -1.19108
```

Kohn-Sham gap (alpha / beta)   0.2492 / 0.3331 Eh
LUMO level (alpha / beta)   -0.841 / -0.521 eV

=====

<x>
One molecule with the formula C2H2ClP, computed with ωB97M-V/def2-TZVPD.

The geometry in XYZ format:
```
6
C2H2ClP | the OMol25 dataset | ωB97M-V/def2-TZVPD
P -0.31197 -1.33610 0.04105
H 0.85071 0.45776 -1.53923
C 0.71043 0.00171 -0.69846
Cl -2.16850 0.21251 0.11424
C 0.33997 0.14785 0.57133
H 0.57936 0.51627 1.51108
```

Kohn-Sham gap   0.3394 Eh
LUMO level   -0.270 eV

=====

Energies relative to the minimum, eV: <w> 3.262; <x> 0.000

=====

<w>
One molecule with the formula C3H4OS2, computed with ωB97M-V/def2-TZVPD.

The geometry in XYZ format:
```
10
C3H4OS2 | the OMol25 dataset | ωB97M-V/def2-TZVPD
O -0.26763 1.26288 3.19570
C 0.17332 0.85503 2.11522
C 0.60358 -0.57071 -0.88263
H -1.74455 0.46240 1.78768
H 1.26425 0.99948 1.86301
H -0.87922 -1.00908 1.70140
C -0.87361 0.05559 1.34247
S 1.15370 -0.93607 -2.38726
H 1.17986 -0.95573 -0.10640
S -0.97239 0.20860 -0.50409
```

Kohn-Sham gap   0.3103 Eh
LUMO level   -0.641 eV

=====

<x>
One molecule with the formula C3H4OS2, computed with ωB97M-V/def2-TZVPD.

The geometry in XYZ format:
```
10
C3H4OS2 | the OMol25 dataset | ωB97M-V/def2-TZVPD
O -1.74652 -0.52539 -1.40504
H -1.64613 -2.52150 -0.04671
S 0.68674 1.20128 -1.90732
C -0.78232 -0.51227 -0.67954
H 1.77094 1.45402 0.70798
H 1.06526 -0.00784 1.42350
C 0.81185 0.86198 0.82970
H 0.09693 1.54008 1.29793
S -0.45743 -2.01732 0.28024
C 0.20067 0.52697 -0.50073
```

Kohn-Sham gap   0.2908 Eh
LUMO level   -1.367 eV

=====

Energies relative to the minimum, eV: <w> 0.631; <x> 0.000

=====

<w>
A 2-piece molecular cluster, HO2PS overall, computed with ωB97M-V/def2-TZVPD.

The geometry in XYZ format:
```
5
HO2PS | the OMol25 dataset | ωB97M-V/def2-TZVPD
S 3.55491 -0.81123 0.11375
O 2.82341 0.24967 -0.58866
O -1.56371 1.22998 0.19330
H -3.10838 -0.45637 -0.04419
P -1.70622 -0.21205 0.32581
```

Kohn-Sham gap (alpha / beta)   0.2864 / 0.2862 Eh
LUMO level (alpha / beta)   -1.547 / -1.552 eV

=====

<x>
HO2PS as an isolated structure, computed with ωB97M-V/def2-TZVPD.

The geometry in XYZ format:
```
5
HO2PS | the OMol25 dataset | ωB97M-V/def2-TZVPD
O 3.20267 0.92618 0.42727
H 0.64038 1.37883 -1.34875
P 3.08616 -0.38922 -0.06596
S 0.42892 0.67139 -0.10036
O 1.47173 -0.59265 -0.45349
```

Kohn-Sham gap   0.3356 Eh
LUMO level   -0.343 eV

=====

<y>
One molecule with the formula HO2PS, computed with ωB97M-V/def2-TZVPD.

The geometry in XYZ format:
```
5
HO2PS | the OMol25 dataset | ωB97M-V/def2-TZVPD
O -2.25988 0.52035 0.33894
H 2.37007 -0.13041 -0.48464
O 0.10231 -0.45192 0.00184
S 1.35230 0.76258 0.07499
P -1.56480 -0.70060 0.06888
```

Kohn-Sham gap   0.3483 Eh
LUMO level   -0.185 eV

=====

Energies relative to the minimum, eV: <w> 2.723; <x> 0.000; <y> 0.135

=====

<w>
A 3-piece molecular cluster, C5H15NO2 overall, computed with ωB97M-V/def2-TZVPD.

The geometry in XYZ format:
```
23
C5H15NO2 | the OMol25 dataset | ωB97M-V/def2-TZVPD
H 1.73018 -2.35868 0.70410
H 1.61957 0.67925 -1.28653
C 1.63337 -1.30901 0.43501
O 1.77136 1.64464 1.94406
H -2.25844 0.36509 0.27827
H -1.59247 1.26400 -0.95326
H 1.86769 2.57733 2.16759
C -0.73059 -1.48180 1.53396
C 0.60711 1.06909 -1.17733
C 0.23707 -0.75184 0.61715
H -0.93690 -0.91588 2.44077
H -1.70563 -1.61724 1.05879
H -2.30930 -0.28075 -3.72085
H 0.78657 1.99235 -0.62571
C -0.18207 0.26195 -0.14791
O -2.17850 0.22923 -2.91520
H 2.30364 -0.79947 1.12375
H 0.15310 1.10463 -2.16158
H 0.81580 1.50818 1.91841
H 1.92955 -1.24141 -0.58922
H -1.75042 -0.37033 -2.28457
H -0.35161 -2.47925 1.65778
N -1.45907 0.90993 -0.01746
```

Kohn-Sham gap   0.3125 Eh
LUMO level   0.638 eV

=====

<x>
A 3-piece molecular cluster, C5H15NO2 overall, computed with ωB97M-V/def2-TZVPD.

The geometry in XYZ format:
```
23
C5H15NO2 | the OMol25 dataset | ωB97M-V/def2-TZVPD
H 4.20283 -2.01708 -0.68245
H 0.25680 -0.37113 2.80286
O -3.94051 0.66285 -2.05621
O 3.37727 -1.92336 -0.22014
H -0.62913 -2.00298 1.40640
H 1.37266 1.71094 -1.18905
C 0.03721 -1.32857 0.87105
H -4.52548 -0.10097 -2.17402
C 0.60822 -0.22614 1.79103
H -0.15960 2.30074 -1.75532
C -0.38431 0.79498 -0.20881
C 0.34221 1.39337 -1.41751
H -1.36858 1.30882 -0.33072
H -1.53195 -0.96699 -0.40358
H -0.55203 1.60890 1.92474
H 0.94373 1.81488 1.36314
H -3.98495 0.82555 -1.11266
H 1.69455 -0.16766 1.74620
C 0.10529 1.11850 1.19012
H 0.41749 0.64274 -2.20370
N -0.59294 -0.63681 -0.28201
H 3.46677 -2.52572 0.51074
H 0.84444 -1.91486 0.42993
```

Kohn-Sham gap   0.3274 Eh
LUMO level   0.733 eV

=====

Energies relative to the minimum, eV: <w> 0.000; <x> 0.350

=====

<w>
A 2-piece molecular cluster, C3H7BrNO overall, computed with ωB97M-V/def2-TZVPD.

The geometry in XYZ format:
```
13
C3H7BrNO | the OMol25 dataset | ωB97M-V/def2-TZVPD
H -0.10278 0.14626 1.81533
N -0.57032 -0.57144 -0.55990
C -1.22113 -1.01651 0.42479
H 1.88439 0.30522 -2.71974
H -2.04395 -1.72924 0.32837
H 2.04052 0.58975 -0.41543
H -0.84531 -0.88874 -1.48531
C -0.90456 -0.58732 1.80398
C 1.62899 1.33020 -1.10004
Br 0.99452 2.87789 -0.39924
O 1.55086 1.15207 -2.36202
H -0.61948 -1.45141 2.40250
H -1.79175 -0.15672 2.26671
```

Total charge   +1
Kohn-Sham gap   0.2921 Eh
LUMO level   -6.020 eV

=====

<x>
A 2-piece molecular cluster, C3H7BrNO overall, computed with ωB97M-V/def2-TZVPD.

The geometry in XYZ format:
```
13
C3H7BrNO | the OMol25 dataset | ωB97M-V/def2-TZVPD
C -0.23162 1.06464 0.99080
H -0.88261 -1.77608 1.13675
Br 3.09396 0.16623 -1.15975
H -1.44352 0.07201 -1.37941
H 4.09498 -0.74695 -1.26669
H -0.01872 1.88476 1.67853
H -0.00792 -1.07529 -1.21035
H -2.43823 -0.89210 0.72748
N -0.00993 0.86055 -0.24505
C -1.30811 -0.85027 0.58791
C -0.67913 -0.31910 -0.69359
H 0.70528 1.42461 -0.75914
O -0.87443 0.18698 1.59251
```

Total charge   +1
Kohn-Sham gap   0.4058 Eh
LUMO level   -3.692 eV

=====

Energies relative to the minimum, eV: <w> 1.165; <x> 0.000